Computed, not measured: one molecule with the formula C4H4BrClN2, with wB97M-V/def2-TZVPD.

Values from the calculation:
* HOMO-LUMO gap (alpha / beta): 8.592 / 7.742 eV
* ΔE to the lowest compared entry with this formula, charge and spin: 414.84 kJ/mol
* E: -89752.8601 eV

Atoms and positions in Å:
C 1.1075 0.8096 -0.4087
C 0.7744 1.4726 0.8966
C -0.4410 -1.0521 -0.9035
C -1.2167 -0.8628 0.2778
N 0.6349 -0.0808 -1.1074
N -0.2230 1.1438 1.5208
Cl -2.7952 -0.3203 0.2385
Br -0.6181 -1.7622 1.8013
H 1.9889 1.2831 -0.6988
H 1.4094 2.2310 1.2490
H 0.3251 -1.9353 -0.9438
H -0.9464 -0.9267 -1.9219

Computed, not measured: one molecule with the formula C4H9FOS, with wB97M-V/def2-TZVPD.

Values from the calculation:
* HOMO-LUMO gap: 8.952 eV
* ΔE to the lowest compared entry with this formula, charge and spin: 267.29 kJ/mol
* E: -19890.5252 eV
* SMILES string: C=[S@@H](=O)C(C)(C)F

Atoms and positions in Å:
C 0.5327 -1.0543 2.3221
S -0.4191 -0.7664 0.9881
O -1.8310 -0.8159 1.2438
C -0.1369 0.5377 -0.3812
C -1.2134 0.4104 -1.4096
C 1.2958 0.5157 -0.8094
F -0.4254 1.7906 0.4099
H 0.2168 -0.4378 3.1484
H 1.5753 -0.9528 2.0643
H -0.1183 -1.8446 0.1312
H -2.1778 0.5101 -0.9172
H -1.1549 -0.5697 -1.8760
H -1.1195 1.1816 -2.1722
H 1.9006 1.1081 -0.1289
H 1.6531 -0.5138 -0.7905
H 1.4218 0.9012 -1.8226

Computed, not measured: C26H22N3SiY as an isolated structure, with wB97M-V/def2-TZVPD.

Values from the calculation:
* HOMO-LUMO gap: 7.379 eV
* E: -40705.9919 eV

Atoms and positions in Å:
Y 0.6676 0.4712 -1.8395
C -2.5258 3.5983 2.1821
C -2.1115 3.6915 0.8610
C -1.4052 2.6554 0.2830
C -1.0935 1.5145 1.0307
C -1.5157 1.4286 2.3619
C -2.2305 2.4652 2.9260
N -0.3761 0.5040 0.3927
N 0.0343 -0.4462 1.1382
C 0.7807 -1.4653 0.5944
C 1.0870 -2.4920 1.5067
C 1.8722 -3.5493 1.1159
C 2.3363 -3.6020 -0.1923
C 2.0198 -2.5986 -1.0982
C 1.2511 -1.4881 -0.7513
H -3.0808 4.4083 2.6272
H -2.3460 4.5734 0.2854
H -1.0828 2.7193 -0.7554
H -1.2759 0.5379 2.9206
H -2.5640 2.3955 3.9498
H 0.6876 -2.4280 2.5070
H 2.1305 -4.3287 1.8158
H 2.9573 -4.4277 -0.5058
H 2.3972 -2.6896 -2.1138
C -3.4509 -2.4736 -5.1870
Si -3.7805 -1.5532 -3.5496
C -4.1610 -2.8670 -2.2207
C -5.2678 -0.3668 -3.6565
C -2.2573 -0.5919 -3.1168
C -1.2391 0.0342 -2.8887
H -4.3320 -3.0102 -5.5254
H -2.6541 -3.1998 -5.0548
H -3.1486 -1.7951 -5.9784
H -5.0468 -3.4371 -2.4891
H -4.3417 -2.4141 -1.2505
H -3.3394 -3.5683 -2.1097
H -6.1666 -0.8851 -3.9771
H -5.0849 0.4454 -4.3529
H -5.4696 0.0723 -2.6841
N 6.7355 1.6150 5.6044
C 6.0981 1.6352 4.6505
C 5.3049 1.6758 3.4841
C 4.0394 1.0829 3.4838
C 3.2542 1.1455 2.3567
C 3.7192 1.7991 1.2083
C 4.9909 2.3807 1.2099
C 5.7767 2.3188 2.3378
C 2.9046 1.8038 0.0513
C 2.2282 1.8090 -0.9636
H 3.6879 0.5748 4.3702
H 2.2741 0.6866 2.3426
H 5.3503 2.8747 0.3183
H 6.7625 2.7611 2.3451

Computed, not measured: a 2-piece molecular cluster, C6H10N overall, with wB97M-V/def2-TZVPD.

Values from the calculation:
* HOMO-LUMO gap: 9.880 eV
* net charge: +1
* ΔE to the lowest compared entry with this formula, charge and spin: 391.87 kJ/mol
* E: -7862.2867 eV

Atoms and positions in Å:
C -0.5310 2.8272 2.0595
C 0.4451 2.1197 2.6521
C -0.9362 -0.6543 0.4802
C -0.5191 1.4314 1.8708
C 1.1676 -1.2826 -0.4115
C -0.4602 -0.1055 -1.7598
N -0.1410 -0.6931 -0.5006
H -0.7867 3.7867 1.6306
H 1.4266 2.1365 3.0002
H -0.6331 -1.0109 1.3509
H -1.8670 -0.1895 0.3586
H 1.1679 -2.0778 -1.1490
H 1.7905 -0.4616 -0.5009
H 1.2368 -1.7334 0.6260
H 0.2434 0.6393 -2.0545
H -0.7561 -0.7529 -2.5371
H -1.3552 0.5313 -1.7108

Computed, not measured: a 40-piece molecular cluster, H80O40 overall, with wB97M-V/def2-TZVPD.

Values from the calculation:
* HOMO-LUMO gap: 9.432 eV
* ΔE to the lowest compared entry with this formula, charge and spin: 1737.01 kJ/mol
* E: -83187.8126 eV

Atoms and positions in Å:
H 1.5936 3.3784 5.5233
H 1.2517 2.2804 4.4052
O 1.1352 2.5313 5.3250
H -3.5893 0.5733 -4.4343
H -4.9860 -0.0976 -4.0568
O -4.2742 -0.0949 -4.7921
H -2.5356 -2.7365 -5.0464
H -3.1748 -1.3236 -5.2106
O -2.9749 -2.1217 -4.5452
H -2.0155 -1.2228 2.4532
H -1.5366 0.0977 1.5812
O -2.1880 -0.2824 2.2148
H 2.5369 2.2648 -2.8765
H 2.5417 1.6326 -4.2563
O 2.9218 1.7808 -3.4225
H 2.2653 -0.6282 -4.3664
O 2.0430 -0.7117 -3.4234
H 0.1119 2.4866 -2.6327
O 0.7319 2.5395 -1.7991
H 6.5179 -0.8683 1.1693
H 5.3968 -0.9029 -0.0255
O 6.0240 -0.3771 0.5467
H 2.6954 4.3525 0.6379
H 3.0911 5.8912 -0.0624
O 2.6963 5.3697 0.7904
H 4.8687 -2.3814 2.8293
H 4.3240 -3.4440 2.0237
O 4.7496 -2.6315 1.9034
H 1.6682 -5.4691 2.4499
H 0.3024 -5.8099 2.9923
O 1.0865 -6.1333 2.6060
H 3.5822 3.2606 -1.8500
O 2.9646 3.8163 -1.4313
H 3.7520 0.9067 4.7204
H 3.2174 1.4273 5.8988
O 3.8376 1.8202 5.1920
H -1.2993 3.2171 -4.0481
H -0.8306 4.4550 -4.6401
O -0.6025 3.8809 -3.7768
H -0.9998 1.4823 1.1233
H 0.0862 2.4243 1.3028
O -0.5920 2.1595 0.6931
H 0.4520 -0.4637 -6.4598
H 0.9736 -1.7414 -6.7995
O 1.2968 -1.0456 -6.1363
H 2.7370 -5.0936 -3.8145
H 1.7149 -3.9921 -3.5745
O 2.0479 -4.8441 -3.1881
H -0.4682 5.0363 -0.7034
H 0.8793 5.1440 0.0757
O 0.0314 4.9811 0.0757
H 2.7628 -4.5643 -0.1432
O 2.5479 -4.6033 0.8261
H 3.3379 1.2796 0.2898
H 4.1864 0.3249 -0.4148
O 3.5110 0.2503 0.1666
H -5.5661 2.0500 -1.3918
O -6.2309 1.3798 -1.1923
H -3.8681 -4.8368 0.1872
H -4.4840 -3.4913 -0.0236
O -4.1949 -3.9670 0.7097
H 1.3195 3.1351 2.3657
H 1.2724 4.6187 2.1014
O 0.7336 3.9072 2.4064
H 2.2292 1.6412 2.2020
H 1.2850 0.4815 1.9788
O 1.3081 1.3603 2.1788
H -2.6015 -3.7212 -0.2638
H -1.5287 -3.5248 -1.5526
O -2.4040 -3.7522 -1.2630
H 2.9704 -0.7735 2.4683
H 4.1856 -0.2147 1.8558
O 3.7191 -0.0384 2.6548
H -3.2798 -3.6135 3.8701
H -3.4799 -4.8190 3.0060
O -3.0251 -4.3025 3.6347
H -2.3632 1.6186 3.7808
H -1.8898 2.1903 5.2890
O -1.9884 2.4066 4.2859
H 0.3847 -2.5186 3.9052
H -0.8341 -1.8045 4.3712
O 0.0969 -1.9716 4.6382
H -3.6266 2.0481 -0.3726
H -3.1955 3.3378 -0.3189
O -3.9612 2.8233 -0.7603
H 4.1828 -2.5876 -2.4967
H 3.7767 -1.2450 -2.8212
O 4.2626 -1.6927 -2.1864
H -3.7820 -1.1737 3.7089
O -2.9154 -1.1209 4.1566
H 1.4088 -3.2112 1.3266
H 1.7507 -2.0050 0.6345
O 0.9555 -2.3787 1.0366
H 1.8757 -5.3699 0.7769
H 1.6292 0.1421 -3.2258
H -5.9526 0.8558 -0.4938
H 0.4214 2.6677 -0.9120
H 2.0636 3.6005 -1.6022
H -2.6360 -0.2661 4.0858
O -2.8477 1.1425 -2.5332
H -3.2941 1.7746 -1.8708
H -2.7361 0.4481 -2.0550
O -1.8139 -2.4978 0.8709
H -1.1493 -1.7889 1.3349
H -2.2613 -2.1801 0.1742
O -2.2190 -1.3728 -2.0284
H -1.4072 -1.8691 -2.2220
H -2.4597 -1.5576 -2.9263
O -3.9003 1.4343 2.6653
H -3.8132 2.0896 3.4493
H -4.2980 0.6134 2.7489
O -2.4832 5.4684 1.0036
H -1.7365 4.9098 1.0455
H -2.6132 5.7366 1.9170
O -0.6225 -0.1300 -4.6416
H -1.0056 0.2294 -3.7955
H -0.9113 -1.0431 -4.5231
O 0.4074 -2.6565 -2.7413
H 0.6454 -1.9900 -3.4703
H 0.9946 -2.3611 -2.0661

Computed, not measured: one molecule with the formula C5H10ClO3PS, with wB97M-V/def2-TZVPD.

Values from the calculation:
* HOMO-LUMO gap: 8.839 eV
* ΔE to the lowest compared entry with this formula, charge and spin: 15.52 kJ/mol
* E: -44136.9793 eV
* SMILES string: CC(C)/C(=C/Cl)SP(=O)(O)O

Atoms and positions in Å:
C -1.7168 -0.2432 -1.3644
C -1.0053 -0.1435 -0.0778
C -2.0090 0.5169 0.9687
C 0.2058 0.6518 -0.3623
C 0.2039 1.9976 -0.5311
Cl 1.5048 2.7811 -1.2529
S 1.4727 -0.2641 -1.2789
P 2.0851 -1.0113 0.6056
O 1.4382 -0.0664 1.4596
O 1.5240 -2.4698 0.8075
O 3.6680 -1.0402 0.7814
H -0.8846 -0.4939 -1.9633
H -2.1836 0.6966 -1.6886
H -2.5425 -0.9966 -1.4761
H -0.6571 -1.2153 0.1971
H -2.4006 1.3903 0.4724
H -1.5785 0.8452 1.9167
H -2.7168 -0.3424 1.1560
H -0.5457 2.7164 -0.0632
H 2.2697 -3.1817 0.6186
H 3.8683 -0.1273 1.0748